{"formula": "C6H10N4", "method": "ωB97M-V/def2-TZVPD", "elements": ["N", "N", "N", "N", "C", "C", "C", "C", "C", "C", "H", "H", "H", "H", "H", "H", "H", "H", "H", "H"], "positions_angstrom": [[2.9883, 0.4139, -0.2949], [-0.1329, -2.0027, 0.1731], [3.2831, -1.9315, 0.0568], [0.6072, -0.8628, 0.1340], [-1.4650, -2.3505, -0.2840], [2.7772, -0.7909, -0.0963], [0.0841, 2.7901, 0.1216], [0.8251, 1.5016, -0.0547], [0.0467, 0.3675, -0.0306], [2.1915, 1.5597, -0.1285], [-1.0032, 2.7914, -0.2538], [0.4093, -2.7767, 0.5192], [0.6392, 3.6974, -0.2644], [-1.9999, -2.7177, 0.5502], [-1.4306, -2.9295, -1.1273], [-1.9465, -1.5085, -0.6907], [0.2494, 3.1479, 1.1329], [2.8787, 2.3202, -0.1700], [2.7271, -2.7231, 0.1063], [-0.9866, 0.6665, 0.1358]], "multiplicity": 1, "homo_lumo_gap_ha": 0.2810, "total_energy_ha": -453.49185, "molar_mass_g_mol": 138.2, "smiles": "CN/N=C/C(C)=C\\N=C=N", "total_charge": 0, "e_above_lowest_kj_mol": 417.65, "homo_energy_ev": -7.222, "lumo_energy_ev": 0.43}